Run A
Below is a cluster of 2 separate species, C3H8N3S in total, with properties calculated with the ωB97M-V functional and the def2-TZVPD basis.

Its net charge is +1.

Last column: Löwdin charge in e.
Cartesian coordinates (Å):
C (-0.91, -0.55, -0.89)  -0.303
C (-2.18, -0.02, 1.27)  -0.215
C (-1.03, 0.23, 2.18)  -0.607
N (-1.71, -0.55, -0.01)  0.118
N (0.07, -0.64, -1.59)  0.081
N (2.45, 0.21, -1.21)  0.287
S (0.50, -0.03, 1.84)  0.772
H (-3.07, -0.63, 1.56)  0.151
H (-2.68, 0.91, 1.17)  0.113
H (-1.27, 0.77, 3.09)  0.060
H (1.43, -0.13, -1.16)  0.016
H (0.18, -0.46, -2.64)  0.153
H (2.77, 0.45, -0.33)  0.085
H (2.30, 0.93, -1.87)  0.129
H (3.16, -0.49, -1.40)  0.159


Run B
Below is the ion C3H8N3S with charge +1, with properties calculated with the ωB97M-V functional and the def2-TZVPD basis.

Its net charge is +1.

Last column: Löwdin charge in e.
Cartesian coordinates (Å):
C (0.75, -0.54, -0.71)  -0.050
C (-0.46, -0.84, -1.20)  -0.207
C (-0.29, 0.55, 1.10)  -0.425
N (0.82, 0.50, 0.31)  -0.163
N (1.93, 1.32, 0.54)  0.152
N (-1.72, -0.51, -0.82)  -0.004
S (-1.34, -0.62, 1.81)  0.985
H (1.62, -1.13, -1.10)  0.145
H (-0.43, -1.73, -1.81)  0.130
H (-0.43, 1.53, 1.57)  0.092
H (1.80, 1.96, 1.27)  0.094
H (2.64, 1.50, -0.16)  0.125
H (-1.87, 0.46, -0.97)  0.107
H (-2.49, -0.91, -1.36)  0.130
H (-0.51, -1.54, 1.53)  -0.112


Run C
Below is the ion C3H8N3S with charge +1, with properties calculated with the ωB97M-V functional and the def2-TZVPD basis.

Its net charge is +1. The SMILES is CN(C=[NH2+])/N=C\S.

Last column: Löwdin charge in e.
Cartesian coordinates (Å):
C (-1.89, -0.82, -0.56)  0.019
N (-0.69, -0.21, -0.01)  -0.178
C (-0.45, 1.07, -0.16)  -0.165
N (0.40, 1.81, 0.52)  0.144
N (0.07, -1.07, 0.74)  0.030
C (1.32, -1.09, 0.59)  -0.469
S (2.19, -0.07, -0.54)  0.882
H (-2.13, -0.39, -1.52)  0.105
H (-1.70, -1.89, -0.67)  0.106
H (-2.73, -0.69, 0.12)  0.110
H (-1.11, 1.59, -0.85)  0.170
H (0.48, 2.80, 0.33)  0.141
H (0.97, 1.44, 1.27)  0.108
H (1.88, -1.81, 1.17)  0.093
H (3.37, -0.68, -0.43)  -0.096


Run D
Below is a cluster of 2 separate species, C3H8N3S in total, with properties calculated with the ωB97M-V functional and the def2-TZVPD basis.

Its net charge is +1.

Last column: Löwdin charge in e.
Cartesian coordinates (Å):
C (0.56, 1.25, 0.14)  -0.323
C (0.14, 0.22, 1.04)  -0.382
C (2.36, -0.20, -0.07)  -0.569
N (1.60, 1.34, -0.55)  0.176
N (3.54, -0.43, -0.52)  0.138
N (-2.15, -0.22, -0.29)  0.023
S (1.45, -1.14, 0.93)  1.083
H (-0.22, 1.98, -0.14)  0.139
H (0.20, 0.65, 2.07)  0.115
H (-0.94, -0.21, 0.71)  0.055
H (4.11, 0.36, -0.85)  0.161
H (4.06, -1.28, -0.21)  0.157
H (-2.89, -0.44, 0.28)  0.019
H (-2.12, -1.02, -1.05)  0.137
H (-2.23, 0.71, -0.72)  0.070


Computed stability ranking, most favorable first: run C, run D, run A, run B